The following is a DFT calculation (wB97M-V/def2-TZVPD) of C15H29OTl as an isolated structure at a distorted geometry.

Last column: Löwdin charge in e.
Geometry (Å):
1 C -1.627 -1.625 -2.417  -0.141
2 H -1.922 -2.488 -3.043  0.107
3 H -2.490 -1.374 -1.788  0.076
4 H -0.829 -1.994 -1.745  0.030
5 C -1.273 -0.450 -3.341  -0.414
6 H -1.123 0.521 -2.839  0.003
7 H -0.337 -0.656 -3.870  0.109
8 C -2.377 -0.157 -4.338  -0.092
9 H -2.104 0.669 -5.001  0.089
10 H -2.574 -1.043 -4.944  0.091
11 H -3.299 0.128 -3.819  0.088
12 C 0.777 1.112 2.054  -0.172
13 C 0.141 2.074 1.217  -0.249
14 C -1.227 1.663 1.015  -0.220
15 C -1.429 0.457 1.748  -0.149
16 C -0.197 0.133 2.404  -0.123
17 C 0.029 -1.004 3.312  0.030
18 C -2.692 -0.310 1.795  0.025
19 C -2.220 2.295 0.108  0.008
20 C 0.811 3.222 0.566  -0.008
21 C 2.212 1.092 2.425  0.022
22 Tl 0.406 0.246 -0.976  1.271
23 H -2.511 -1.322 2.183  0.094
24 H -3.442 0.177 2.447  0.135
25 H -3.135 -0.389 0.788  0.099
26 H -0.728 -1.780 3.148  0.096
27 H 1.029 -1.433 3.148  0.101
28 H -0.035 -0.670 4.362  0.138
29 H 2.817 1.532 1.615  0.097
30 H 2.426 1.665 3.350  0.135
31 H 2.542 0.054 2.579  0.094
32 H 0.262 3.542 -0.331  0.091
33 H 0.849 4.076 1.265  0.136
34 H 1.851 2.980 0.285  0.099
35 H -2.789 1.532 -0.451  0.100
36 H -2.954 2.892 0.679  0.133
37 H -1.728 2.970 -0.608  0.093
38 C 3.973 -2.547 -0.422  -0.044
39 C 2.954 -1.414 -0.467  -0.336
40 O 1.883 -1.583 0.500  -0.197
41 H 4.476 -2.586 0.548  0.095
42 H 4.741 -2.394 -1.183  0.096
43 H 3.506 -3.509 -0.650  0.091
44 H 3.365 -0.428 -0.268  0.108
45 H 2.462 -1.407 -1.458  0.071
46 H 1.529 -2.469 0.418  0.097

* Kohn-Sham gap (alpha / beta): 6.50 / 6.44 eV
* calculated total energy: -22749.14909 eV
* net charge: +2

The following is a DFT calculation (wB97M-V/def2-TZVPD) of C15H30AgBr3O5 as an isolated structure at a distorted geometry.

Last column: Löwdin charge in e.
Geometry (Å):
1 Ag 1.683 -1.962 4.484  0.883
2 C -0.230 -0.764 0.885  -0.023
3 C 0.035 -2.120 1.602  -0.329
4 O 0.049 -2.189 2.955  -0.072
5 H 0.723 -0.257 0.766  0.052
6 H -0.960 -0.163 1.421  0.078
7 H -0.592 -1.043 -0.101  0.069
8 H 0.902 -2.539 1.070  0.104
9 H -0.736 -2.863 1.308  0.163
10 C 0.202 4.008 -0.007  -0.025
11 C -0.814 3.743 1.060  -0.490
12 O -0.646 4.086 2.214  0.055
13 C -2.004 2.831 0.753  -0.004
14 H 0.908 4.749 0.367  0.085
15 H -0.290 4.361 -0.913  0.089
16 H 0.772 3.104 -0.232  0.074
17 H -2.384 3.141 -0.225  0.084
18 H -2.776 2.932 1.506  0.088
19 H -1.632 1.811 0.666  0.048
20 C 3.283 0.535 1.152  -0.029
21 C 2.851 1.069 2.498  -0.461
22 O 2.350 0.310 3.306  -0.002
23 C 2.910 2.559 2.726  0.018
24 H 2.650 0.849 0.315  0.085
25 H 3.264 -0.555 1.143  0.067
26 H 4.268 0.866 0.812  0.098
27 H 3.936 2.913 2.812  0.101
28 H 2.370 2.715 3.658  0.095
29 H 2.429 3.063 1.889  0.080
30 C -2.758 -0.396 -1.827  -0.024
31 C -3.760 0.381 -2.609  -0.495
32 O -4.174 1.461 -2.253  0.063
33 C -4.144 -0.079 -3.997  -0.018
34 H -3.268 -1.049 -1.102  0.080
35 H -2.154 0.044 -1.030  0.044
36 H -2.119 -0.951 -2.512  0.086
37 H -3.803 0.639 -4.742  0.092
38 H -5.234 -0.030 -4.017  0.090
39 H -3.778 -1.065 -4.274  0.076
40 C 3.297 -2.331 -1.417  -0.021
41 C 2.727 -2.035 -2.771  -0.505
42 O 1.537 -1.869 -2.913  0.066
43 C 3.664 -1.940 -3.937  -0.019
44 H 3.742 -1.376 -1.103  0.077
45 H 4.014 -3.135 -1.287  0.090
46 H 2.493 -2.455 -0.688  0.056
47 H 4.294 -1.052 -3.948  0.091
48 H 3.145 -2.101 -4.881  0.088
49 H 4.360 -2.789 -3.952  0.088
50 C -3.951 -2.579 3.076  -1.624
51 Br -5.155 -1.661 1.798  0.528
52 Br -3.952 -4.471 2.747  0.578
53 Br -4.609 -2.109 4.806  0.590
54 H -2.934 -2.240 2.942  -0.060

* Kohn-Sham gap (alpha / beta): 6.33 / 4.90 eV
* calculated total energy: -240394.83474 eV
* spin multiplicity: 2
* net charge: +1

The following is a DFT calculation (wB97M-V/def2-TZVPD) of C15H30BCl2F4N3S5SeW as an isolated structure.

Last column: Löwdin charge in e.
Geometry (Å):
1 W 0.789 -0.299 -0.566  0.626
2 C 3.906 1.636 -0.296  -0.450
3 C 4.463 0.243 -0.462  -0.440
4 S 3.268 -1.021 0.044  0.822
5 C 3.500 -1.130 1.830  -0.458
6 C 2.378 -2.027 2.310  -0.458
7 S 0.752 -1.361 1.827  0.831
8 C 0.728 0.010 3.032  -0.441
9 C -0.366 0.990 2.684  -0.459
10 S -0.204 1.588 0.996  0.896
11 C 1.123 2.821 1.100  -0.441
12 C 1.591 3.142 -0.306  -0.451
13 S 2.343 1.748 -1.205  0.891
14 H 4.590 2.377 -0.709  0.110
15 H 3.730 1.869 0.755  0.078
16 H 5.367 0.094 0.130  0.112
17 H 4.694 0.006 -1.499  0.056
18 H 3.499 -0.150 2.305  0.081
19 H 4.466 -1.603 2.009  0.112
20 H 2.372 -2.158 3.391  0.107
21 H 2.445 -3.013 1.849  0.098
22 H 1.701 0.496 3.030  0.074
23 H 0.565 -0.443 4.011  0.110
24 H -0.380 1.836 3.371  0.112
25 H -1.346 0.514 2.722  0.067
26 H 1.936 2.445 1.723  0.076
27 H 0.711 3.717 1.565  0.108
28 H 2.341 3.933 -0.286  0.111
29 H 0.771 3.486 -0.935  0.072
30 Se 1.251 -2.050 -2.238  0.618
31 C 2.962 -1.669 -2.851  -0.737
32 N 4.032 -1.406 -3.187  0.109
33 F -2.244 3.011 -2.372  0.268
34 B -1.308 3.012 -3.304  -0.896
35 F -0.093 0.959 -1.653  -0.561
36 F -1.498 2.381 -4.436  0.267
37 F -0.188 3.676 -3.080  0.259
38 Cl -0.983 -0.664 -4.916  0.532
39 C 0.231 0.270 -5.808  -0.955
40 Cl 1.516 0.880 -4.748  0.550
41 H -0.265 1.119 -6.261  0.026
42 H 0.683 -0.378 -6.547  0.036
43 C -3.238 0.698 -0.546  -0.053
44 N -3.173 -0.294 0.533  -0.177
45 C -3.944 0.079 1.720  -0.035
46 C -2.540 -1.461 0.411  -0.637
47 S -1.252 -1.686 -0.764  0.583
48 N -2.953 -2.531 1.088  -0.173
49 C -4.372 -2.750 1.412  -0.011
50 C -2.138 -3.741 1.231  -0.058
51 H -4.288 0.918 -0.739  0.115
52 H -2.782 0.308 -1.449  0.064
53 H -2.738 1.616 -0.250  0.057
54 H -3.728 1.127 1.933  0.103
55 H -3.651 -0.530 2.572  0.094
56 H -5.018 -0.014 1.562  0.105
57 H -5.001 -2.075 0.843  0.097
58 H -4.568 -2.640 2.478  0.105
59 H -4.618 -3.769 1.117  0.109
60 H -1.083 -3.494 1.231  0.033
61 H -2.347 -4.440 0.420  0.109
62 H -2.399 -4.208 2.179  0.106

* Kohn-Sham gap (alpha / beta): 7.11 / 7.11 eV
* calculated total energy: -178444.15684 eV
* energy above the lowest of the compared OMol25 structures with the same formula, charge and spin: 5.4 kcal per mole
* net charge: +2

The following is a DFT calculation (wB97M-V/def2-TZVPD) of C15H30Br12O as an isolated structure at a distorted geometry.

Last column: Löwdin charge in e.
Geometry (Å):
1 C 3.601 -2.501 -6.478  -0.029
2 C 2.753 -2.311 -5.263  -0.611
3 O 2.786 -3.186 -4.417  0.000
4 C 1.930 -1.064 -5.006  -0.158
5 H 4.209 -1.617 -6.666  0.028
6 H 2.931 -2.567 -7.335  0.098
7 H 4.252 -3.361 -6.318  0.099
8 H 1.450 -1.104 -4.028  0.102
9 H 1.102 -1.111 -5.713  0.093
10 H 2.506 -0.227 -5.401  -0.154
11 Br 2.678 1.404 -5.976  0.962
12 C 4.509 0.772 -6.127  -0.681
13 C 5.208 0.778 -4.800  -0.794
14 Br 4.689 -0.890 -3.741  0.925
15 H 4.972 1.375 -6.909  -0.068
16 H 4.420 -0.213 -6.585  0.010
17 H 4.895 1.675 -4.267  -0.194
18 H 6.297 0.756 -4.771  -0.030
19 Br 5.287 2.775 -5.256  0.874
20 C 4.337 4.479 -5.711  -0.430
21 C 4.609 4.732 -7.202  -0.730
22 Br 3.167 6.015 -7.834  0.576
23 H 4.877 5.217 -5.117  0.081
24 H 3.291 4.348 -5.433  -0.009
25 H 4.484 3.804 -7.759  -0.010
26 H 5.583 5.215 -7.289  -0.169
27 Br 9.252 3.813 -4.406  0.559
28 C 9.295 1.856 -4.021  -0.605
29 C 8.636 1.044 -5.169  -0.605
30 Br 8.504 -0.864 -4.721  0.702
31 H 8.908 1.629 -3.028  0.006
32 H 10.356 1.649 -3.882  0.059
33 H 9.150 1.043 -6.130  0.065
34 H 7.575 1.280 -5.252  -0.021
35 Br 6.699 3.375 -2.890  0.594
36 C 7.068 1.818 -1.741  -0.534
37 C 6.746 0.603 -2.694  -0.786
38 Br 7.423 -1.151 -1.913  0.540
39 H 6.471 1.938 -0.837  0.063
40 H 8.104 1.837 -1.403  0.049
41 H 7.217 0.737 -3.667  -0.099
42 H 5.662 0.604 -2.810  -0.098
43 Br 3.705 3.106 -2.466  0.676
44 C 2.132 3.579 -3.683  -0.513
45 C 1.427 2.244 -4.124  -0.783
46 Br -0.028 2.587 -5.483  0.622
47 H 2.564 4.022 -4.580  -0.030
48 H 1.601 4.341 -3.112  0.062
49 H 1.030 1.698 -3.269  0.066
50 H 2.226 1.559 -4.411  -0.171
51 Br 7.264 4.656 -7.675  0.772
52 C 6.306 2.830 -7.961  -0.580
53 C 5.462 2.696 -9.201  -0.572
54 Br 4.551 0.908 -9.378  0.704
55 H 5.669 2.599 -7.107  -0.116
56 H 7.057 2.042 -7.898  0.079
57 H 6.164 2.736 -10.034  0.063
58 H 4.679 3.451 -9.277  0.048

* Kohn-Sham gap: 8.01 eV
* calculated total energy: -858580.06920 eV
* energy above the lowest of the compared OMol25 structures with the same formula, charge and spin: 467.2 kcal per mole
* net charge: 0

- calculated total energy of number 4 (C15H30Br12O)?
  -858580.06920 eV

- Which formula does entry 4 have?
  C15H30Br12O